The following is a quantum chemistry calculation of 2 unconnected molecules or ions with the total composition C8H15Br at a distorted geometry, from OMol25.

Element x y z (Å)
C (1.718, -2.362, 0.839)
C (0.835, -1.407, 0.634)
C (0.157, -0.999, -2.149)
C (-0.144, 1.177, 1.704)
C (-1.783, 0.182, 0.161)
C (-0.333, 2.044, -0.734)
C (0.779, -0.187, -0.065)
C (-0.389, 0.841, 0.223)
Br (2.468, 0.687, -0.277)
H (1.499, -3.315, 1.445)
H (2.728, -2.411, 0.524)
H (-0.131, -1.703, 0.894)
H (-0.819, -0.807, -2.223)
H (0.428, -2.044, -2.101)
H (0.822, -0.384, -2.736)
H (0.849, 1.487, 1.875)
H (-0.368, 0.167, 2.137)
H (-0.999, 1.793, 2.169)
H (-2.057, 0.054, -0.926)
H (-1.649, -0.706, 0.846)
H (-2.544, 0.858, 0.619)
H (-1.140, 2.817, -0.483)
H (-0.528, 1.627, -1.687)
H (0.603, 2.592, -0.687)

Computed properties:
* charge: 0
* M: 191.112 g mol⁻¹
* LUMO energy (alpha / beta): 0.0265 / -0.0599 Eh
* total energy: -78575.8156 eV
* multiplicity: 3
* ΔE to the lowest compared entry with this formula, charge and spin: 10.0 kcal/mol
* frontier orbital gap (alpha / beta): 6.973 / 8.300 eV

The following is a quantum chemistry calculation of a molecular structure, C20H25F3N4O2 at a distorted geometry, from OMol25.

Element x y z (Å)
C (-0.211, 0.991, -3.926)
C (-1.109, 0.717, -2.692)
O (-1.593, 1.624, -2.121)
N (-1.190, -0.511, -2.335)
H (-0.697, -1.305, -2.929)
C (-1.963, -0.736, -1.204)
H (-2.622, 0.249, -0.920)
H (-2.491, -1.722, -1.460)
C (-0.879, -1.209, -0.073)
H (-0.394, -2.061, -0.299)
H (-0.114, -0.261, 0.252)
C (-1.543, -1.485, 1.228)
N (-0.943, -1.466, 2.319)
C (-1.521, -1.514, 3.769)
C (-2.263, -2.967, 3.685)
C (-3.260, -2.894, 2.570)
C (-2.600, -2.817, 1.236)
H (-1.765, -3.555, 1.138)
H (-3.037, -2.978, 0.505)
H (-3.671, -3.914, 2.638)
H (-3.966, -2.326, 2.534)
H (-2.801, -2.735, 4.756)
H (-1.482, -3.640, 3.873)
H (-0.891, -1.225, 4.618)
H (-2.083, -0.901, 3.674)
C (0.388, -2.216, 2.474)
C (1.295, -1.443, 1.568)
N (1.978, -0.251, 1.890)
C (2.753, 0.077, 0.823)
N (2.914, -1.119, 0.188)
O (2.228, -2.104, 0.714)
C (3.489, 1.163, 0.444)
C (2.513, 2.088, -0.195)
C (1.170, 2.440, 0.199)
C (0.324, 3.234, -0.486)
C (0.836, 3.646, -1.555)
C (1.972, 3.139, -2.323)
C (2.745, 2.714, -1.368)
H (3.806, 2.267, -1.950)
C (2.439, 3.880, -3.579)
F (1.166, 4.342, -4.227)
F (2.825, 2.985, -4.289)
F (3.295, 4.737, -3.665)
H (-0.119, 4.282, -2.369)
H (-0.473, 3.480, -0.092)
H (0.896, 1.983, 1.343)
H (4.231, 1.037, 0.008)
H (3.493, 1.667, 1.528)
H (0.387, -3.245, 1.967)
H (0.849, -2.163, 3.415)
H (-2.406, -0.744, 1.457)
H (-0.429, 0.210, -4.772)
H (-0.216, 1.777, -4.290)
H (0.741, 0.777, -3.687)

Computed properties:
* charge: 0
* M: 410.440 g mol⁻¹
* LUMO energy: 0.0120 Eh
* total energy: -39331.5372 eV
* ΔE to the lowest compared entry with this formula, charge and spin: 530.8 kcal/mol
* frontier orbital gap: 7.794 eV

The following is a quantum chemistry calculation of a molecular structure, C14H12GaN2O4Se at a distorted geometry, from OMol25.

Element x y z (Å)
Ga (0.282, 0.293, -0.206)
O (0.032, 3.534, 0.418)
C (0.112, 2.399, 0.252)
C (-0.110, -1.905, -1.321)
O (-0.305, -3.059, -1.240)
C (2.513, 0.038, 0.008)
O (3.608, -0.251, 0.176)
C (-2.412, 0.243, -0.190)
O (-3.522, 0.120, 0.036)
C (0.119, 0.487, -2.083)
H (-0.737, 1.109, -2.376)
H (1.015, 0.948, -2.524)
C (-0.052, -0.968, -2.539)
H (0.791, -1.291, -3.186)
H (-0.973, -1.111, -3.141)
C (-2.257, -0.450, 4.080)
N (-0.932, 0.141, 3.993)
C (-0.005, -0.118, 3.033)
Se (-0.261, -1.320, 1.586)
N (1.117, 0.574, 3.394)
C (0.943, 1.170, 4.652)
C (1.883, 1.639, 5.564)
C (1.451, 1.818, 6.887)
C (0.131, 1.518, 7.272)
C (-0.804, 1.054, 6.335)
C (-0.361, 0.896, 5.028)
H (-2.525, -0.855, 3.102)
H (-2.976, 0.323, 4.369)
H (-2.281, -1.251, 4.828)
H (1.997, 0.537, 2.886)
H (2.902, 1.837, 5.231)
H (2.146, 2.182, 7.645)
H (-0.159, 1.630, 8.317)
H (-1.831, 0.795, 6.586)

Computed properties:
* charge: +3
* M: 420.943 g mol⁻¹
* LUMO energy (alpha / beta): -0.5174 / -0.5175 Eh
* total energy: -143572.4228 eV
* ΔE to the lowest compared entry with this formula, charge and spin: 0.0 kcal/mol
* frontier orbital gap (alpha / beta): 3.873 / 3.872 eV

The following is a quantum chemistry calculation of a single C14H15N7O3S2 molecule at a distorted geometry, from OMol25.

Element x y z (Å)
C (0.963, 2.063, 1.726)
C (1.386, 2.414, 0.527)
C (0.595, 3.099, -0.540)
H (1.115, 4.000, -0.871)
H (0.463, 2.446, -1.408)
S (-1.054, 3.700, -0.024)
C (-1.910, 2.216, 0.166)
N (-3.006, 2.115, 0.831)
N (-3.530, 0.906, 0.840)
C (-2.844, 0.025, 0.188)
N (-3.282, -1.270, 0.119)
C (-2.776, -2.427, -0.410)
O (-3.435, -3.438, -0.369)
C (-1.381, -2.398, -1.022)
N (-0.362, -2.132, -0.039)
C (-0.317, -2.521, 1.251)
N (0.789, -2.165, 1.864)
C (1.515, -1.520, 0.923)
C (0.827, -1.480, -0.279)
C (1.325, -0.804, -1.436)
O (0.748, -0.658, -2.499)
N (2.594, -0.278, -1.199)
C (3.319, -0.312, -0.012)
O (4.405, 0.218, 0.070)
N (2.740, -0.951, 1.063)
C (3.450, -1.021, 2.323)
H (4.060, -1.924, 2.365)
H (4.099, -0.151, 2.404)
H (2.718, -1.045, 3.127)
C (3.252, 0.408, -2.299)
H (2.606, 0.329, -3.170)
H (3.418, 1.455, -2.045)
H (4.218, -0.056, -2.496)
H (-1.108, -3.067, 1.724)
H (-1.216, -3.384, -1.472)
H (-1.302, -1.643, -1.812)
H (-4.200, -1.384, 0.545)
S (-1.398, 0.680, -0.565)
H (2.408, 2.214, 0.230)
H (1.614, 1.573, 2.427)
H (-0.038, 2.263, 2.071)

Computed properties:
* SMILES: C=CCSc1nnc(NC(=O)Cn2cnc3c2c(=O)n(C)c(=O)n3C)s1
* charge: 0
* M: 393.454 g mol⁻¹
* LUMO energy: 0.0085 Eh
* total energy: -53005.6867 eV
* ΔE to the lowest compared entry with this formula, charge and spin: 0.0 kcal/mol
* frontier orbital gap: 8.954 eV

The following is a quantum chemistry calculation of a single C10H8O2 molecule at a distorted geometry, from OMol25.

Element x y z (Å)
C (2.319, 1.613, -0.135)
C (1.599, 1.980, 0.994)
C (1.857, 0.618, -0.973)
C (0.404, 1.344, 1.289)
C (0.647, -0.035, -0.706)
C (-0.042, 0.366, 0.432)
C (0.179, -1.118, -1.544)
C (-0.928, -1.830, -1.307)
C (-1.861, -1.535, -0.209)
C (-1.559, -0.450, 0.742)
O (-2.529, -0.266, -0.216)
O (-1.876, -0.432, 2.065)
H (3.255, 2.106, -0.356)
H (1.967, 2.763, 1.641)
H (2.428, 0.334, -1.846)
H (-0.168, 1.607, 2.164)
H (0.807, -1.375, -2.387)
H (-1.182, -2.673, -1.935)
H (-2.510, -2.347, 0.109)
H (-2.808, -0.672, 2.177)

Computed properties:
* SMILES: O[C@]12O[C@H]1C=Cc1ccccc12
* charge: 0
* M: 160.172 g mol⁻¹
* LUMO energy: 0.0188 Eh
* total energy: -14592.9307 eV
* ΔE to the lowest compared entry with this formula, charge and spin: 48.6 kcal/mol
* frontier orbital gap: 9.144 eV

The following is a quantum chemistry calculation of a single CH6ClN2OP molecule at a distorted geometry, from OMol25.

Element x y z (Å)
C (0.496, 1.476, -0.322)
N (-0.292, -1.116, -0.779)
N (0.177, -0.103, 1.875)
O (-0.841, -2.408, -1.358)
P (-0.735, 0.372, 0.575)
Cl (-0.186, 2.211, -1.781)
H (1.500, 1.163, -0.478)
H (0.566, 2.248, 0.500)
H (-1.596, -2.415, -0.824)
H (-0.435, -0.465, -1.525)
H (1.276, 0.028, 1.872)
H (0.070, -0.992, 2.245)

Computed properties:
* SMILES: NP(CCl)NO
* charge: 0
* M: 128.499 g mol⁻¹
* LUMO energy: 0.0280 Eh
* total energy: -27969.8716 eV
* ΔE to the lowest compared entry with this formula, charge and spin: 66.8 kcal/mol
* frontier orbital gap: 9.180 eV

ΔE to the lowest compared entry with this formula, charge and spin of number 3 (C14H12GaN2O4Se)? 0.0 kcal/mol

Which formula does entry 2 have? C20H25F3N4O2

M of number 5 (C10H8O2)? 160.172 g mol⁻¹

Copy entry 4 word for word.
The following is a quantum chemistry calculation of a single C14H15N7O3S2 molecule at a distorted geometry, from OMol25.

Element x y z (Å)
C (0.963, 2.063, 1.726)
C (1.386, 2.414, 0.527)
C (0.595, 3.099, -0.540)
H (1.115, 4.000, -0.871)
H (0.463, 2.446, -1.408)
S (-1.054, 3.700, -0.024)
C (-1.910, 2.216, 0.166)
N (-3.006, 2.115, 0.831)
N (-3.530, 0.906, 0.840)
C (-2.844, 0.025, 0.188)
N (-3.282, -1.270, 0.119)
C (-2.776, -2.427, -0.410)
O (-3.435, -3.438, -0.369)
C (-1.381, -2.398, -1.022)
N (-0.362, -2.132, -0.039)
C (-0.317, -2.521, 1.251)
N (0.789, -2.165, 1.864)
C (1.515, -1.520, 0.923)
C (0.827, -1.480, -0.279)
C (1.325, -0.804, -1.436)
O (0.748, -0.658, -2.499)
N (2.594, -0.278, -1.199)
C (3.319, -0.312, -0.012)
O (4.405, 0.218, 0.070)
N (2.740, -0.951, 1.063)
C (3.450, -1.021, 2.323)
H (4.060, -1.924, 2.365)
H (4.099, -0.151, 2.404)
H (2.718, -1.045, 3.127)
C (3.252, 0.408, -2.299)
H (2.606, 0.329, -3.170)
H (3.418, 1.455, -2.045)
H (4.218, -0.056, -2.496)
H (-1.108, -3.067, 1.724)
H (-1.216, -3.384, -1.472)
H (-1.302, -1.643, -1.812)
H (-4.200, -1.384, 0.545)
S (-1.398, 0.680, -0.565)
H (2.408, 2.214, 0.230)
H (1.614, 1.573, 2.427)
H (-0.038, 2.263, 2.071)

Computed properties:
* SMILES: C=CCSc1nnc(NC(=O)Cn2cnc3c2c(=O)n(C)c(=O)n3C)s1
* charge: 0
* M: 393.454 g mol⁻¹
* LUMO energy: 0.0085 Eh
* total energy: -53005.6867 eV
* ΔE to the lowest compared entry with this formula, charge and spin: 0.0 kcal/mol
* frontier orbital gap: 8.954 eV